Record 1
A 2-piece molecular cluster, C20H31Si2 overall. Source: the OMol25 dataset; level of theory: ωB97M-V/def2-TZVPD.

Properties
E_tot ... -1359.45349 a.u.
E_HOMO ... -0.41907 Eh
Gap between HOMO and LUMO ... 0.2167 hartree
LUMO level ... -5.51 eV
Net charge ... +1

Positions of all 53 atoms, in Å:
C 2.92 -1.60 1.99
Si 1.11 -1.24 2.32
C 0.89 -0.37 3.97
H 0.78 0.58 0.59
C -0.03 -2.69 2.04
Si -1.26 -2.26 0.67
C -2.41 -3.69 0.29
C -2.33 -0.83 1.22
C -0.32 -1.87 -0.91
H 3.22 -2.49 2.57
H 3.06 -1.79 0.92
H 3.55 -0.75 2.29
H 0.97 -1.10 4.78
H 1.66 0.40 4.11
H -0.10 0.11 4.00
H 0.56 -3.57 1.77
H -0.56 -2.90 2.99
H -3.06 -3.44 -0.56
H -1.86 -4.60 0.03
H -3.06 -3.93 1.14
H -3.03 -0.55 0.42
H -2.93 -1.11 2.10
H -1.77 0.07 1.48
H -0.99 -1.47 -1.68
H 0.50 -1.16 -0.78
H 0.12 -2.80 -1.31
C -4.42 1.65 -2.26
C -3.03 1.76 -1.74
C -2.82 2.29 -0.46
C -1.56 2.27 0.11
C -0.47 1.78 -0.64
C 0.82 1.55 0.10
C 2.11 1.51 -0.69
C 3.16 2.31 -0.22
C 4.37 2.30 -0.90
C 4.54 1.47 -2.02
C 3.52 0.61 -2.44
C 2.32 0.60 -1.73
C -0.65 1.45 -1.99
C -1.94 1.38 -2.52
H -4.49 0.93 -3.07
H -5.12 1.36 -1.47
H -4.76 2.62 -2.65
H -3.67 2.68 0.09
H -1.39 2.66 1.11
H 0.91 2.31 0.90
H 2.99 2.92 0.67
H 5.18 2.95 -0.54
H 5.49 1.51 -2.57
H 3.65 -0.05 -3.31
H 1.53 -0.09 -2.03
H 0.20 1.28 -2.64
H -2.08 1.04 -3.55

Atomic charges from the natural (NBO) analysis, expressed in e, are listed below:
1. C -1.19
2. Si 1.96
3. C -1.20
4. H 0.14
5. C -1.46
6. Si 1.64
7. C -1.11
8. C -1.13
9. C -1.13
10. H 0.29
11. H 0.28
12. H 0.27
13. H 0.29
14. H 0.27
15. H 0.27
16. H 0.30
17. H 0.30
18. H 0.25
19. H 0.25
20. H 0.25
21. H 0.27
22. H 0.25
23. H 0.23
24. H 0.27
25. H 0.22
26. H 0.25
27. C -0.64
28. C 0.00
29. C -0.21
30. C -0.21
31. C 0.02
32. C -0.40
33. C -0.07
34. C -0.20
35. C -0.20
36. C -0.20
37. C -0.22
38. C -0.18
39. C -0.22
40. C -0.21
41. H 0.22
42. H 0.22
43. H 0.24
44. H 0.22
45. H 0.21
46. H 0.23
47. H 0.21
48. H 0.23
49. H 0.23
50. H 0.23
51. H 0.21
52. H 0.23
53. H 0.22

***

Record 2
C80H184N8O16 as an isolated structure. Source: the OMol25 dataset; level of theory: ωB97M-V/def2-TZVPD.

Properties
E_tot ... -4799.67146 a.u.
E_HOMO ... -0.27280 Eh
Energy above the lowest of the compared OMol25 structures with the same formula, charge and spin ... 127.17 kcal per mole
Gap between HOMO and LUMO ... 0.2897 hartree
LUMO level ... 0.46 eV

Positions of all 288 atoms, in Å:
C 2.48 -1.19 8.16
O 1.84 -2.07 7.15
H 3.16 -1.86 8.69
H 2.93 -0.30 7.74
H 1.70 -0.98 8.89
H 2.47 -2.10 6.42
C 5.36 -0.30 0.98
O 4.28 0.33 1.62
H 6.21 0.37 0.87
H 5.68 -1.21 1.49
H 5.06 -0.55 -0.05
H 3.52 -0.29 1.64
C 4.72 3.38 2.42
O 4.47 4.77 2.60
H 5.11 3.17 1.44
H 5.54 3.14 3.12
H 3.88 2.79 2.78
H 4.68 5.09 3.48
C -2.78 -4.09 1.49
O -1.86 -4.78 2.33
H -3.05 -3.06 1.73
H -2.39 -4.07 0.46
H -3.64 -4.74 1.29
H -2.39 -5.12 3.07
C 5.87 -0.22 5.86
O 6.24 -1.33 6.63
H 4.80 -0.27 5.61
H 6.00 0.76 6.34
H 6.37 -0.15 4.89
H 7.01 -1.75 6.25
C -0.20 -4.49 6.41
O -1.40 -4.71 5.69
H -0.22 -3.74 7.20
H 0.26 -5.42 6.76
H 0.53 -4.07 5.71
H -2.08 -4.90 6.34
C 1.55 4.66 1.38
O 0.19 4.93 1.06
H 2.18 4.69 0.48
H 1.99 5.35 2.09
H 1.68 3.63 1.75
H -0.06 4.34 0.34
C 0.67 -5.86 0.50
O 0.98 -5.24 1.79
H 1.16 -5.48 -0.41
H 0.88 -6.93 0.49
H -0.40 -5.64 0.42
H 0.12 -4.94 2.11
C 9.23 -2.09 -2.14
C 8.10 -1.58 -1.26
C 8.15 -0.04 -1.18
C 7.52 0.73 -2.34
C 6.06 0.27 -2.42
C 6.04 -1.21 -2.77
N 6.76 -1.95 -1.74
O 6.66 -3.38 -2.02
C 4.56 -1.63 -2.75
C 6.50 -1.45 -4.21
C 8.20 -2.17 0.12
H 10.20 -1.81 -1.73
H 9.19 -1.84 -3.20
H 9.20 -3.18 -2.20
H 7.75 0.38 -0.25
H 9.22 0.20 -1.18
H 8.10 0.60 -3.25
H 7.43 1.79 -2.06
H 5.52 0.81 -3.21
H 5.51 0.50 -1.50
H 4.24 -1.82 -1.72
H 3.91 -0.95 -3.30
H 4.43 -2.63 -3.19
H 6.18 -0.67 -4.90
H 7.60 -1.43 -4.26
H 6.26 -2.44 -4.59
H 9.18 -1.94 0.55
H 8.12 -3.25 0.04
H 7.39 -1.80 0.75
H 5.93 -3.63 -1.44
C -1.73 7.07 5.17
C -1.89 5.61 4.78
C -1.60 5.41 3.30
C -0.10 5.32 3.08
C 0.50 4.15 3.89
C 0.16 4.16 5.38
N -1.24 4.57 5.55
O -1.58 4.63 6.91
C 0.14 2.71 5.87
C 1.17 4.99 6.17
C -3.39 5.28 4.88
H -1.98 7.31 6.20
H -2.41 7.65 4.55
H -0.70 7.45 5.04
H -1.97 4.43 3.00
H -2.10 6.17 2.70
H 0.34 6.28 3.38
H 0.16 5.07 2.04
H 1.56 4.27 3.68
H 0.09 3.23 3.45
H -0.62 2.19 5.26
H 1.01 2.12 5.55
H -0.18 2.61 6.90
H 2.18 4.74 5.85
H 1.11 6.06 5.97
H 1.02 4.86 7.25
H -4.03 6.00 4.33
H -3.84 5.32 5.87
H -3.57 4.33 4.37
H -2.22 3.92 7.00
C 2.42 -0.46 3.97
C 1.20 -0.69 3.11
C 0.37 0.58 3.05
C -0.62 0.73 1.89
C 0.12 0.50 0.58
C 0.87 -0.80 0.50
N 1.64 -1.05 1.73
O 2.26 -2.33 1.70
C -0.10 -1.99 0.19
C 1.90 -0.74 -0.64
C 0.32 -1.83 3.66
H 3.00 0.37 3.57
H 3.12 -1.30 4.04
H 2.09 -0.34 5.01
H -0.12 0.75 4.02
H 1.01 1.48 3.04
H -1.01 1.73 2.02
H -1.36 -0.06 2.04
H 0.85 1.32 0.53
H -0.56 0.64 -0.27
H 0.39 -2.94 0.41
H -0.92 -1.92 0.91
H -0.51 -1.91 -0.81
H 2.63 -1.54 -0.52
H 1.47 -0.85 -1.64
H 2.45 0.20 -0.55
H -0.47 -2.14 2.95
H -0.24 -1.53 4.55
H 0.88 -2.74 3.87
H 1.51 -2.95 1.80
C 2.38 1.98 -3.91
C 1.81 3.29 -3.37
C 2.69 4.43 -3.88
C 2.44 4.84 -5.33
C 0.97 5.08 -5.60
C 0.09 3.93 -5.19
N 0.43 3.49 -3.84
O -0.38 2.38 -3.41
C -1.37 4.45 -5.13
C 0.18 2.79 -6.22
C 1.75 3.36 -1.87
H 1.68 1.16 -3.68
H 3.33 1.77 -3.41
H 2.57 2.06 -4.98
H 2.63 5.32 -3.26
H 3.74 4.13 -3.91
H 2.80 4.07 -6.02
H 2.99 5.75 -5.57
H 0.87 5.26 -6.68
H 0.68 6.01 -5.09
H -1.57 4.87 -4.13
H -1.54 5.21 -5.89
H -2.13 3.67 -5.26
H -0.61 2.78 -6.98
H 1.11 2.85 -6.78
H 0.08 1.84 -5.70
H 0.94 2.74 -1.47
H 1.52 4.34 -1.46
H 2.69 3.01 -1.41
H -1.21 2.84 -3.18
C -6.78 3.70 -1.57
C -5.45 3.67 -2.34
C -4.94 5.03 -2.76
C -4.36 5.79 -1.56
C -3.21 4.98 -0.99
C -3.59 3.57 -0.52
N -4.43 2.99 -1.55
O -4.73 1.68 -1.30
C -2.34 2.72 -0.42
C -4.32 3.69 0.81
C -5.68 2.86 -3.62
H -7.67 3.77 -2.22
H -6.87 4.62 -0.97
H -6.86 2.89 -0.86
H -4.27 4.96 -3.62
H -5.77 5.65 -3.14
H -5.19 5.96 -0.88
H -4.05 6.78 -1.90
H -2.89 5.57 -0.12
H -2.36 4.95 -1.68
H -2.57 1.77 0.07
H -1.93 2.57 -1.42
H -1.62 3.17 0.27
H -3.92 4.35 1.59
H -5.34 4.07 0.65
H -4.46 2.72 1.31
H -4.76 2.86 -4.22
H -6.37 3.39 -4.27
H -6.03 1.85 -3.43
H -4.32 1.24 -2.05
C -3.89 1.37 3.68
C -4.15 0.03 4.38
C -4.76 0.33 5.74
C -5.52 -0.89 6.27
C -6.56 -1.40 5.27
C -5.96 -1.74 3.91
N -5.02 -0.72 3.53
O -4.46 -0.91 2.26
C -5.31 -3.12 3.89
C -7.12 -1.77 2.90
C -2.78 -0.67 4.58
H -3.16 1.29 2.87
H -3.56 2.14 4.39
H -4.82 1.71 3.21
H -4.02 0.60 6.50
H -5.41 1.22 5.69
H -6.04 -0.74 7.22
H -4.78 -1.69 6.37
H -7.45 -0.78 5.16
H -6.97 -2.33 5.67
H -5.10 -3.42 2.87
H -4.35 -3.04 4.41
H -5.94 -3.88 4.37
H -8.01 -2.22 3.32
H -7.31 -0.73 2.60
H -6.82 -2.23 1.95
H -2.75 -1.61 4.02
H -2.55 -0.93 5.61
H -1.96 -0.12 4.10
H -5.16 -0.58 1.67
C -2.36 -2.87 -6.32
C -1.91 -1.72 -5.39
C -2.59 -0.45 -5.90
C -4.07 -0.42 -5.53
C -4.25 -0.61 -4.04
C -3.57 -1.87 -3.50
N -2.20 -1.86 -3.99
O -1.41 -2.85 -3.36
C -3.61 -1.79 -1.98
C -4.41 -3.09 -3.95
C -0.43 -1.59 -5.62
H -2.04 -2.67 -7.34
H -1.91 -3.81 -5.99
H -3.43 -3.01 -6.33
H -2.09 0.33 -5.30
H -2.34 -0.22 -6.93
H -4.46 0.57 -5.81
H -4.60 -1.11 -6.20
H -5.33 -0.70 -3.88
H -3.99 0.29 -3.47
H -4.58 -1.47 -1.59
H -2.87 -1.04 -1.64
H -3.29 -2.71 -1.50
H -5.05 -2.90 -4.82
H -5.14 -3.44 -3.21
H -3.77 -3.95 -4.18
H 0.17 -2.49 -5.47
H -0.18 -0.98 -6.48
H 0.02 -0.96 -4.82
H -0.54 -2.47 -3.20
C 1.67 -4.13 -2.83
C 2.05 -5.39 -3.63
C 2.35 -6.64 -2.84
C 1.22 -7.63 -2.59
C 0.49 -7.91 -3.90
C 0.03 -6.64 -4.59
N 1.08 -5.67 -4.67
O 1.01 -4.77 -5.71
C -0.42 -7.03 -5.99
C -1.19 -6.11 -3.80
C 3.34 -5.07 -4.42
H 0.59 -4.18 -2.68
H 1.84 -3.18 -3.34
H 2.29 -4.14 -1.93
H 3.20 -7.18 -3.26
H 2.75 -6.28 -1.88
H 0.45 -7.19 -1.93
H 1.61 -8.50 -2.07
H -0.36 -8.56 -3.67
H 1.17 -8.47 -4.56
H -0.60 -6.22 -6.69
H 0.16 -7.85 -6.42
H -1.44 -7.45 -5.91
H -0.89 -5.61 -2.87
H -1.65 -5.32 -4.40
H -1.90 -6.91 -3.64
H 3.43 -5.72 -5.29
H 4.26 -5.12 -3.83
H 3.24 -4.07 -4.84
H 0.53 -3.96 -5.41

Here are the Löwdin charges for atoms 1 to 99, given in e:
1. C -0.10
2. O -0.16
3. H 0.08
4. H 0.07
5. H 0.07
6. H 0.05
7. C -0.15
8. O -0.15
9. H 0.07
10. H 0.08
11. H 0.05
12. H 0.04
13. C -0.14
14. O -0.13
15. H 0.08
16. H 0.08
17. H 0.06
18. H 0.07
19. C -0.16
20. O -0.12
21. H 0.06
22. H 0.07
23. H 0.09
24. H 0.08
25. C -0.18
26. O -0.10
27. H 0.05
28. H 0.08
29. H 0.08
30. H 0.08
31. C -0.17
32. O -0.12
33. H 0.07
34. H 0.08
35. H 0.05
36. H 0.07
37. C -0.08
38. O 0.00
39. H 0.09
40. H 0.10
41. H 0.10
42. H 0.10
43. C -0.11
44. O -0.13
45. H 0.04
46. H 0.08
47. H 0.07
48. H 0.02
49. C -0.03
50. C -0.53
51. C -0.13
52. C -0.15
53. C -0.15
54. C -0.52
55. N -0.07
56. O -0.02
57. C -0.04
58. C -0.02
59. C -0.03
60. H 0.09
61. H 0.07
62. H 0.09
63. H 0.09
64. H 0.12
65. H 0.11
66. H 0.11
67. H 0.11
68. H 0.10
69. H 0.07
70. H 0.09
71. H 0.06
72. H 0.09
73. H 0.06
74. H 0.08
75. H 0.09
76. H 0.09
77. H 0.05
78. H 0.10
79. C -0.03
80. C -0.52
81. C -0.13
82. C -0.20
83. C -0.12
84. C -0.49
85. N -0.11
86. O -0.01
87. C -0.03
88. C -0.02
89. C -0.05
90. H 0.08
91. H 0.08
92. H 0.07
93. H 0.11
94. H 0.12
95. H 0.13
96. H -0.24
97. H 0.10
98. H 0.10
99. H 0.07

***

Record 3
A 2-piece molecular cluster, C4H12Cl2FINO4P2 overall. Source: the OMol25 dataset; level of theory: ωB97M-V/def2-TZVPD.

Properties
E_tot ... -2516.07644 a.u.
E_HOMO ... -0.18844 Eh
Gap between HOMO and LUMO ... 0.2861 hartree
LUMO level ... 2.66 eV
Net charge ... -1

Positions of all 27 atoms, in Å:
N 1.58 0.12 2.27
P 0.70 -0.44 0.79
I -0.27 -1.32 -1.36
C -0.82 -1.02 1.80
C -0.75 -2.47 2.41
O 0.25 -3.14 2.69
F -2.03 -3.09 2.73
C 2.17 0.25 -0.24
P 1.91 2.11 -0.57
O 1.60 2.89 0.74
O 3.34 2.85 -1.18
O 0.62 2.26 -1.66
H 1.94 -0.74 2.72
H 0.95 0.65 2.89
H 0.04 0.83 0.62
H 1.39 -1.70 0.90
H -1.03 -0.29 2.67
H -1.74 -0.95 1.11
H 2.31 -0.25 -1.26
H 3.15 0.21 0.37
H 3.54 3.62 -0.59
H -0.25 2.19 -1.20
C -3.77 -0.39 -3.39
Cl -4.25 -1.06 -1.82
Cl -2.58 -1.42 -4.19
H -4.66 -0.31 -4.02
H -3.34 0.60 -3.23

Atomic charges from the natural (NBO) analysis, expressed in e, are listed below:
1. N -1.18
2. P 1.04
3. I -0.43
4. C -0.86
5. C 0.89
6. O -0.56
7. F -0.40
8. C -1.08
9. P 2.24
10. O -1.13
11. O -0.99
12. O -1.00
13. H 0.36
14. H 0.36
15. H -0.15
16. H -0.12
17. H 0.24
18. H 0.25
19. H 0.25
20. H 0.26
21. H 0.51
22. H 0.52
23. C -0.40
24. Cl -0.02
25. Cl -0.01
26. H 0.21
27. H 0.22

***

Record 4
C51H41AsGeN5Ru as an isolated structure. Source: the OMol25 dataset; level of theory: ωB97M-V/def2-TZVPD.

Properties
E_tot ... -6649.24207 a.u.
E_HOMO (spin up / spin down) ... -0.17628 / -0.28569 Eh
Energy above the lowest of the compared OMol25 structures with the same formula, charge and spin ... 0.00 kcal per mole
Gap between HOMO and LUMO (spin up / spin down) ... 0.1904 / 0.2586 hartree
Multiplicity ... 6
LUMO level (spin up / spin down) ... 0.38 / -0.74 eV

Positions of all 100 atoms, in Å:
Ru 0.45 0.00 0.33
N -0.97 -1.44 4.03
C -0.15 -0.50 4.66
C 0.36 0.28 3.69
N -0.09 -0.13 2.45
C -0.89 -1.21 2.67
C -1.44 -1.89 1.60
N -1.02 -1.61 0.33
C -1.78 -2.40 -0.52
C -2.62 -3.18 0.20
N -2.40 -2.87 1.55
H -1.34 -2.27 4.46
H -0.03 -0.46 5.73
H 1.01 1.14 3.80
H -1.66 -2.36 -1.59
H -3.33 -3.92 -0.12
H -2.94 -3.21 2.32
C 0.48 -0.13 -1.70
Ge 1.82 -0.74 -2.94
C 3.59 0.08 -2.74
C 3.79 1.30 -3.39
C 4.99 2.00 -3.24
C 6.00 1.49 -2.44
C 5.82 0.27 -1.80
C 4.63 -0.43 -1.95
C 2.01 -2.71 -2.89
C 3.23 -3.38 -2.83
C 3.28 -4.77 -2.78
C 2.10 -5.51 -2.81
C 0.88 -4.85 -2.91
C 0.84 -3.46 -2.94
C 1.37 -0.41 -4.82
C 0.19 0.19 -5.27
C -0.05 0.35 -6.64
C 0.88 -0.08 -7.56
C 2.06 -0.68 -7.13
C 2.30 -0.84 -5.77
H -0.51 -0.09 -2.16
H 3.01 1.70 -4.03
H 5.13 2.95 -3.75
H 6.93 2.04 -2.31
H 6.61 -0.14 -1.19
H 4.51 -1.37 -1.43
H 4.16 -2.82 -2.82
H 4.23 -5.28 -2.72
H 2.14 -6.59 -2.77
H -0.05 -5.42 -2.95
H -0.11 -2.96 -3.04
H -0.55 0.53 -4.56
H -0.98 0.81 -6.97
H 0.69 0.05 -8.62
H 2.79 -1.02 -7.85
H 3.22 -1.31 -5.44
C -4.92 5.11 -0.68
C -5.10 4.07 0.22
C -4.07 3.16 0.44
C -2.85 3.31 -0.22
C -2.68 4.34 -1.14
C -3.72 5.24 -1.36
As -1.42 2.05 0.31
C -0.96 2.96 1.97
C -1.66 2.91 3.16
C -1.23 3.65 4.25
C -0.08 4.44 4.14
C 0.62 4.49 2.94
C 0.17 3.76 1.84
C 0.75 3.80 0.48
C 1.81 4.61 0.08
C 2.16 4.68 -1.26
C 1.46 3.93 -2.21
C 0.44 3.08 -1.81
C 0.10 3.01 -0.46
H -5.73 5.82 -0.86
H -6.04 3.96 0.75
H -4.21 2.35 1.14
H -1.75 4.46 -1.66
H -3.58 6.05 -2.07
H -2.53 2.27 3.26
H -1.77 3.62 5.19
H 0.26 5.02 4.99
H 1.50 5.11 2.86
H 2.34 5.22 0.80
H 2.98 5.32 -1.57
H 1.71 4.02 -3.26
H -0.10 2.49 -2.54
C 2.48 0.43 0.74
C 2.70 -0.90 1.36
C 3.01 -1.06 2.72
C 3.14 -2.31 3.29
C 2.96 -3.46 2.52
C 2.65 -3.33 1.17
C 2.53 -2.07 0.61
C 3.11 -4.77 3.11
N 3.23 -5.81 3.59
H 2.97 0.58 -0.21
H 2.65 1.26 1.42
H 3.15 -0.18 3.33
H 3.39 -2.41 4.34
H 2.50 -4.22 0.56
H 2.30 -2.00 -0.44

Here are the Löwdin charges for atoms 1 to 99, given in e:
1. Ru 1.15
2. N 0.09
3. C -0.10
4. C -0.17
5. N -0.07
6. C -0.30
7. C -0.30
8. N -0.06
9. C -0.15
10. C -0.10
11. N 0.08
12. H 0.14
13. H 0.10
14. H 0.11
15. H 0.08
16. H 0.10
17. H 0.14
18. C -0.36
19. Ge 0.88
20. C -0.28
21. C -0.11
22. C -0.08
23. C -0.09
24. C -0.08
25. C -0.13
26. C -0.28
27. C -0.11
28. C -0.09
29. C -0.10
30. C -0.08
31. C -0.11
32. C -0.28
33. C -0.11
34. C -0.10
35. C -0.10
36. C -0.08
37. C -0.11
38. H -0.05
39. H 0.09
40. H 0.10
41. H 0.10
42. H 0.10
43. H 0.08
44. H 0.08
45. H 0.10
46. H 0.10
47. H 0.10
48. H 0.08
49. H 0.09
50. H 0.10
51. H 0.10
52. H 0.10
53. H 0.10
54. C -0.09
55. C -0.09
56. C -0.13
57. C -0.36
58. C -0.09
59. C -0.08
60. As 1.32
61. C -0.33
62. C -0.11
63. C -0.09
64. C -0.08
65. C -0.02
66. C -0.20
67. C -0.20
68. C -0.02
69. C -0.07
70. C -0.08
71. C -0.13
72. C -0.37
73. H 0.10
74. H 0.10
75. H 0.09
76. H 0.09
77. H 0.10
78. H 0.10
79. H 0.10
80. H 0.10
81. H 0.11
82. H 0.11
83. H 0.11
84. H 0.10
85. H 0.10
86. C -0.18
87. C -0.33
88. C -0.05
89. C -0.03
90. C -0.24
91. C -0.01
92. C -0.07
93. C -0.19
94. N 0.14
95. H 0.03
96. H 0.06
97. H 0.11
98. H 0.12
99. H 0.12

***

Record 5
One molecule with the formula C3H5ClN2O2S2. Source: the OMol25 dataset; level of theory: ωB97M-V/def2-TZVPD.

Properties
E_tot ... -1633.72191 a.u.
E_HOMO ... -0.33175 Eh
Energy above the lowest of the compared OMol25 structures with the same formula, charge and spin ... 31.85 kcal per mole
Gap between HOMO and LUMO ... 0.3292 hartree
LUMO level ... -0.07 eV

Positions of all 15 atoms, in Å:
C 0.49 1.64 0.60
C -1.08 0.00 1.22
C 2.03 -1.08 -0.92
N 1.33 0.86 0.21
N 1.44 -0.39 0.19
O -1.28 0.35 -1.36
O -2.88 1.56 0.08
S -0.07 -1.29 0.96
S -2.09 0.40 -0.18
Cl -3.39 -1.18 -0.34
H 0.41 2.64 0.93
H -1.46 0.28 2.19
H 2.16 -2.12 -0.63
H 1.39 -1.03 -1.81
H 3.00 -0.64 -1.15

Atomic charges from the natural (NBO) analysis, expressed in e, are listed below:
1. C 0.15
2. C -0.87
3. C -0.42
4. N -0.12
5. N -0.27
6. O -0.92
7. O -0.91
8. S 0.36
9. S 2.10
10. Cl -0.25
11. H 0.24
12. H 0.26
13. H 0.22
14. H 0.21
15. H 0.22

***

Record 6
A 2-piece molecular cluster, CH2N2O3 overall. Source: the OMol25 dataset; level of theory: ωB97M-V/def2-TZVPD.

Properties
E_tot ... -374.25992 a.u.
E_HOMO ... -0.37155 Eh
Energy above the lowest of the compared OMol25 structures with the same formula, charge and spin ... 137.56 kcal per mole
Gap between HOMO and LUMO ... 0.3369 hartree
LUMO level ... -0.94 eV

Positions of all 8 atoms, in Å:
C 0.26 -0.19 0.11
N -0.47 -0.34 1.27
N -0.27 0.79 -0.83
O -0.53 -1.37 1.88
O 0.58 1.41 -1.42
O -1.44 0.83 -0.98
H 0.85 -1.42 -0.66
H 1.03 0.29 0.62

Atomic charges from the natural (NBO) analysis, expressed in e, are listed below:
1. C -0.17
2. N 0.12
3. N 0.52
4. O -0.22
5. O -0.36
6. O -0.33
7. H 0.19
8. H 0.25